Below is 2 unconnected molecules or ions with the total composition C2H5BrN2O3 in a non-equilibrium geometry, with properties calculated with ωB97M-V/def2-TZVPD.

## Properties
E = -81316.2250 eV
net charge = 0
spin multiplicity = 1
energy relative to the best compared isomer or geometry (same formula, charge and spin) = 0.0 kcal/mol

CARTESIAN COORDINATES (ANGSTROEM)
C1 0.96419 0.89667 1.19972
N1 0.65500 0.10368 -0.00850
C2 -0.55993 -0.43626 -0.23552
O1 -1.48792 -0.25311 0.47631
N2 1.70548 0.02233 -0.98554
O2 2.76497 0.49282 -0.71484
O3 1.32466 -0.53521 -1.96206
H1 1.87183 1.43309 0.95449
H2 0.17973 1.53846 1.31778
H3 0.92522 0.29062 2.13080
H4 -0.39029 -0.98428 -1.21130
Br1 -4.54014 -1.61435 -0.27374
H5 -3.41280 -0.95446 -0.68760

Below is a single C2H5BrO molecule in a non-equilibrium geometry, with properties calculated with ωB97M-V/def2-TZVPD.

## Properties
E = -74243.9986 eV
net charge = 0
spin multiplicity = 1
energy relative to the best compared isomer or geometry (same formula, charge and spin) = 18.5 kcal/mol

CARTESIAN COORDINATES (ANGSTROEM)
C1 -0.76792 0.61845 -0.39309
C2 0.44429 0.04371 0.28607
O1 1.15413 -1.08282 -0.59124
Br1 -0.10984 -0.84494 1.92563
H1 -0.78684 1.62313 -0.18022
H2 -0.49996 0.41153 -1.39313
H3 -1.73734 0.13866 -0.14853
H4 1.09977 0.94408 0.56269
H5 1.20370 -1.85181 -0.06819

Below is a molecular structure, C2H5BrOS in a non-equilibrium geometry, with properties calculated with ωB97M-V/def2-TZVPD.

## Properties
E = -85077.8183 eV
net charge = 0
spin multiplicity = 1
energy relative to the best compared isomer or geometry (same formula, charge and spin) = 50.3 kcal/mol

CARTESIAN COORDINATES (ANGSTROEM)
C1 -1.00368 0.79436 0.21020
C2 1.74725 -0.06114 -0.32074
O1 1.27591 -1.71250 0.44824
S1 0.79658 1.18754 0.38952
Br1 3.62056 0.04434 0.03053
H1 -1.31050 0.15530 -0.65088
H2 -1.69335 1.68252 0.18944
H3 -1.35576 0.36389 1.22502
H4 1.71189 -0.39005 -1.35000
H5 2.09054 -2.20782 0.49899

Below is 2 unconnected molecules or ions with the total composition C2H5BrSi in a non-equilibrium geometry, with properties calculated with ωB97M-V/def2-TZVPD.

## Properties
E = -80073.3095 eV
net charge = 0
spin multiplicity = 1
energy relative to the best compared isomer or geometry (same formula, charge and spin) = 43.7 kcal/mol

CARTESIAN COORDINATES (ANGSTROEM)
C1 1.05272 -0.26706 -0.09435
C2 0.84860 0.79654 0.65287
Si1 -1.59951 -1.07818 -0.03163
Br1 -3.01395 0.63082 0.19180
H1 1.11854 -0.33830 -1.21560
H2 1.31046 -1.30602 0.19998
H3 0.62442 0.59572 1.71435
H4 0.80986 1.74775 0.05914
H5 -1.15114 -0.78125 -1.47656

What lowest unoccupied orbital energy values result from the calculations? In sequence: -0.366, 0.894, 0.436, -0.348 eV.